Record 1
# C22H35Cl2N4O3Pr

C22H35Cl2N4O3Pr as an isolated structure in a non-equilibrium geometry (ωB97M-V/def2-TZVPD, the Open Molecules 2025 dataset).

Computed properties:
Multiplicity: 3
Gap between HOMO and LUMO (spin up / spin down) in eV: 5.3 / 5.3
Net charge: 0
Strongest force on any atom in eV/A: 2.71
HOMO (spin up / spin down) in eV: -5.512 / -5.506

Structure (XYZ):
```
67
C22H35Cl2N4O3Pr, DFT ωB97M-V/def2-TZVPD
O 1.4454 -0.3614 -3.2300
C 0.6271 0.1026 -4.0202
C 0.1982 1.5113 -4.0498
C 0.6192 2.4335 -3.0733
H 1.0980 2.0663 -2.1634
C 0.5155 3.8021 -3.3266
H 0.8985 4.5008 -2.5782
C -0.0347 4.2562 -4.5351
H 0.0091 5.3232 -4.7725
C -0.6278 3.3271 -5.4019
H -1.1701 3.6884 -6.2709
C -0.5231 1.9662 -5.1576
H -0.9209 1.2433 -5.8607
H 0.0887 -0.5413 -4.7545
C -2.9777 -1.0660 -1.1607
C -2.8354 0.2089 -0.4137
H -3.7661 -1.0171 -1.9337
H -3.2262 -1.9172 -0.5067
H -2.0444 -1.3571 -1.6957
C -3.2079 1.4442 -0.7030
C -4.5157 2.0556 -1.1733
H -2.4300 2.2336 -0.7105
H -4.4318 2.2853 -2.2407
H -4.6789 3.0080 -0.6599
H -5.4157 1.4588 -1.0022
Pr -1.0138 0.2867 1.0911
Cl 0.1585 2.5454 0.3953
Cl -2.9608 1.4063 2.5006
H 4.8160 1.2483 -1.7941
H 4.7868 1.7499 0.5871
C 3.7227 1.3406 -1.7948
C 3.6915 1.7282 0.6350
N 3.1976 0.9520 -0.4932
H 3.2905 0.7122 -2.5774
C 2.2676 0.0041 -0.3329
O 1.5955 -0.1675 0.7165
H 3.3587 1.2593 1.5626
H 2.1132 -0.6356 -1.2182
H 3.4743 2.3937 -1.9924
H 3.3144 2.7585 0.5759
H -0.5394 -5.5682 1.2986
H 1.3872 -5.4686 -0.5817
C -1.1029 -4.9316 0.6057
C 0.6988 -4.7983 -1.1126
N -0.1810 -4.1179 -0.1775
H -1.7772 -4.2887 1.1722
C -0.0825 -2.8039 -0.0180
O -0.8054 -2.1470 0.7811
H 1.2712 -4.0331 -1.6459
H 0.6727 -2.3142 -0.6563
H -1.6709 -5.5762 -0.0747
H 0.1110 -5.3834 -1.8297
C 2.4886 0.0757 5.9575
C 1.2341 -0.1794 5.2293
C -0.0163 -0.5762 5.7139
C -0.8637 -0.6884 4.5906
N -0.1730 -0.3509 3.4747
N 1.1059 -0.0561 3.8953
C -2.2767 -1.1324 4.6065
H 2.3825 0.9659 6.5925
H 2.7050 -0.7768 6.6149
H 3.3334 0.2246 5.2738
H -0.2932 -0.7775 6.7350
H 1.8166 0.2210 3.2148
H -2.5334 -1.3790 5.6455
H -2.9669 -0.3522 4.2469
H -2.4302 -2.0249 3.9815
```

Record 2
# C22H35Cl2O8P2S3Si2TeTi

C22H35Cl2O8P2S3Si2TeTi as an isolated structure (ωB97M-V/def2-TZVPD, the Open Molecules 2025 dataset).

Computed properties:
Multiplicity: 3
Gap between HOMO and LUMO (spin up / spin down) in eV: 7.4 / 7.6
Net charge: -1
Strongest force on any atom in eV/A: 0.15
HOMO (spin up / spin down) in eV: -5.111 / -5.557

Structure (XYZ):
```
76
C22H35Cl2O8P2S3Si2TeTi, DFT ωB97M-V/def2-TZVPD
Ti -0.6498 0.0420 -0.3408
O 1.7461 2.8886 -2.2452
P 1.9862 1.4080 -1.7315
O 3.3930 1.1210 -1.4403
O 0.9517 1.1251 -0.6240
O 1.4576 0.5030 -2.9864
P -0.1120 0.5606 -3.3794
O -0.1765 -0.3473 -4.6898
O -0.5001 1.9658 -3.6421
O -0.8322 -0.2364 -2.3041
H 0.8780 2.9344 -2.7039
H -0.1429 0.2160 -5.4712
Cl -1.0030 -3.5800 4.7441
C -1.4795 -2.0002 4.3220
Cl -1.8325 -1.7315 0.7154
H -1.0291 -1.1946 4.8771
H -1.9788 -1.8765 3.3740
C 5.3956 -2.4984 -3.1829
Si 3.6821 -3.0440 -2.6469
C 2.4450 -2.6231 -3.9811
C 3.6941 -4.8980 -2.3479
C 3.2574 -2.1653 -1.0503
Te 1.2144 -2.4461 -0.4603
C 1.6287 -2.6559 1.6319
Si 2.2364 -1.1392 2.5646
C 3.8124 -0.4249 1.8583
C 0.9149 0.1873 2.5968
C 2.5759 -1.7244 4.3217
H 5.6915 -2.9865 -4.1153
H 6.1440 -2.7379 -2.4241
H 5.4164 -1.4182 -3.3432
H 2.6765 -3.1460 -4.9128
H 2.4459 -1.5503 -4.1803
H 1.4254 -2.8955 -3.6959
H 3.9398 -5.4388 -3.2652
H 2.7165 -5.2430 -2.0040
H 4.4327 -5.1704 -1.5897
H 3.4643 -1.0968 -1.1201
H 3.8464 -2.5812 -0.2291
H 2.3165 -3.4993 1.7210
H 0.6727 -2.9703 2.0599
H 3.6617 0.0132 0.8688
H 4.6097 -1.1690 1.7858
H 4.1642 0.3720 2.5204
H 1.0330 0.8741 1.7556
H 0.9954 0.7883 3.5068
H -0.0912 -0.2382 2.5745
H 3.3532 -2.4929 4.3326
H 1.6798 -2.1510 4.7780
H 2.9164 -0.8962 4.9486
O -1.7048 1.3724 0.4310
C -2.9052 2.0819 0.4523
C -4.0407 1.2594 -0.1362
C -5.1602 0.7825 0.4766
C -5.9613 -0.0177 -0.3837
C -5.4299 -0.1233 -1.6315
S -3.9630 0.7414 -1.7744
C -3.2298 2.4062 1.9022
C -3.9316 3.4520 2.4189
C -4.1013 3.3571 3.8285
C -3.5241 2.2359 4.3419
S -2.7573 1.3040 3.1293
C -2.7241 3.3689 -0.3287
C -3.6577 4.1380 -0.9561
C -3.0970 5.3113 -1.5320
C -1.7536 5.3938 -1.3231
S -1.1580 4.0537 -0.4458
H -5.3927 0.9829 1.5126
H -6.8817 -0.4969 -0.0820
H -5.8179 -0.6728 -2.4741
H -4.3064 4.2608 1.8078
H -4.6193 4.0930 4.4271
H -3.4867 1.9251 5.3738
H -4.7010 3.8602 -1.0182
H -3.6627 6.0428 -2.0915
H -1.0760 6.1551 -1.6750
```

> Which value of strongest force on any atom does entry 1 give?

2.71 eV/A

> What is the multiplicity in the second record?

3

Copy entry 2 word for word.
# C22H35Cl2O8P2S3Si2TeTi

C22H35Cl2O8P2S3Si2TeTi as an isolated structure (ωB97M-V/def2-TZVPD, the Open Molecules 2025 dataset).

Computed properties:
Multiplicity: 3
Gap between HOMO and LUMO (spin up / spin down) in eV: 7.4 / 7.6
Net charge: -1
Strongest force on any atom in eV/A: 0.15
HOMO (spin up / spin down) in eV: -5.111 / -5.557

Structure (XYZ):
```
76
C22H35Cl2O8P2S3Si2TeTi, DFT ωB97M-V/def2-TZVPD
Ti -0.6498 0.0420 -0.3408
O 1.7461 2.8886 -2.2452
P 1.9862 1.4080 -1.7315
O 3.3930 1.1210 -1.4403
O 0.9517 1.1251 -0.6240
O 1.4576 0.5030 -2.9864
P -0.1120 0.5606 -3.3794
O -0.1765 -0.3473 -4.6898
O -0.5001 1.9658 -3.6421
O -0.8322 -0.2364 -2.3041
H 0.8780 2.9344 -2.7039
H -0.1429 0.2160 -5.4712
Cl -1.0030 -3.5800 4.7441
C -1.4795 -2.0002 4.3220
Cl -1.8325 -1.7315 0.7154
H -1.0291 -1.1946 4.8771
H -1.9788 -1.8765 3.3740
C 5.3956 -2.4984 -3.1829
Si 3.6821 -3.0440 -2.6469
C 2.4450 -2.6231 -3.9811
C 3.6941 -4.8980 -2.3479
C 3.2574 -2.1653 -1.0503
Te 1.2144 -2.4461 -0.4603
C 1.6287 -2.6559 1.6319
Si 2.2364 -1.1392 2.5646
C 3.8124 -0.4249 1.8583
C 0.9149 0.1873 2.5968
C 2.5759 -1.7244 4.3217
H 5.6915 -2.9865 -4.1153
H 6.1440 -2.7379 -2.4241
H 5.4164 -1.4182 -3.3432
H 2.6765 -3.1460 -4.9128
H 2.4459 -1.5503 -4.1803
H 1.4254 -2.8955 -3.6959
H 3.9398 -5.4388 -3.2652
H 2.7165 -5.2430 -2.0040
H 4.4327 -5.1704 -1.5897
H 3.4643 -1.0968 -1.1201
H 3.8464 -2.5812 -0.2291
H 2.3165 -3.4993 1.7210
H 0.6727 -2.9703 2.0599
H 3.6617 0.0132 0.8688
H 4.6097 -1.1690 1.7858
H 4.1642 0.3720 2.5204
H 1.0330 0.8741 1.7556
H 0.9954 0.7883 3.5068
H -0.0912 -0.2382 2.5745
H 3.3532 -2.4929 4.3326
H 1.6798 -2.1510 4.7780
H 2.9164 -0.8962 4.9486
O -1.7048 1.3724 0.4310
C -2.9052 2.0819 0.4523
C -4.0407 1.2594 -0.1362
C -5.1602 0.7825 0.4766
C -5.9613 -0.0177 -0.3837
C -5.4299 -0.1233 -1.6315
S -3.9630 0.7414 -1.7744
C -3.2298 2.4062 1.9022
C -3.9316 3.4520 2.4189
C -4.1013 3.3571 3.8285
C -3.5241 2.2359 4.3419
S -2.7573 1.3040 3.1293
C -2.7241 3.3689 -0.3287
C -3.6577 4.1380 -0.9561
C -3.0970 5.3113 -1.5320
C -1.7536 5.3938 -1.3231
S -1.1580 4.0537 -0.4458
H -5.3927 0.9829 1.5126
H -6.8817 -0.4969 -0.0820
H -5.8179 -0.6728 -2.4741
H -4.3064 4.2608 1.8078
H -4.6193 4.0930 4.4271
H -3.4867 1.9251 5.3738
H -4.7010 3.8602 -1.0182
H -3.6627 6.0428 -2.0915
H -1.0760 6.1551 -1.6750
```